[1]
ORCA calculation (ωB97M-V/def2-TZVPD) on a structure of composition C24H37ClN11O6PPtS.

Structure (XYZ):
```
82
Properties=species:S:1:pos:R:3:forces:R:3
Pt -0.7809 -1.2091 1.3457 -0.063 0.267 0.097
N 0.2262 -5.0516 2.7881 -0.045 0.038 0.020
C -1.1221 -5.3861 2.8040 0.002 -0.029 -0.021
C -1.7839 -6.5573 3.1562 -0.027 0.010 0.017
C -3.1595 -6.5253 3.0766 -0.005 -0.024 0.008
C -3.8537 -5.3729 2.6683 0.027 0.044 -0.016
C -3.1933 -4.2171 2.3135 -0.011 -0.040 0.020
C -1.8014 -4.2424 2.3758 -0.003 0.059 0.047
N -0.8625 -3.2538 2.1059 0.056 -0.148 0.159
C 0.3178 -3.7737 2.3749 0.092 0.073 -0.106
C 1.5238 -2.9625 2.2355 -0.086 -0.027 0.050
C 2.8093 -3.1905 2.6117 -0.035 0.054 -0.044
S 3.7588 -1.8041 2.2940 0.018 -0.064 0.028
C 2.3973 -0.9976 1.6821 -0.029 -0.002 -0.086
N 1.3111 -1.7126 1.6974 0.046 -0.056 0.011
H 0.9930 -5.6515 3.0416 -0.011 -0.018 -0.009
H -1.2566 -7.4430 3.4818 0.016 -0.002 -0.003
H -3.7232 -7.4089 3.3417 0.002 -0.007 0.000
H -4.9337 -5.3979 2.6329 -0.009 -0.005 -0.002
H -3.7258 -3.3320 1.9993 -0.003 0.003 -0.023
H 3.2391 -4.0683 3.0646 0.003 -0.014 0.002
H 2.4086 0.0126 1.3038 0.010 0.009 0.011
O -3.5226 -0.5299 -1.4714 -0.100 0.162 -0.060
Cl -3.0810 -1.4172 -0.4576 0.311 0.009 0.112
O -1.6739 -1.8205 -0.7206 -0.039 0.000 -0.209
O -3.9075 -2.5509 -0.3415 -0.103 -0.191 0.058
O -2.9897 -0.7004 0.8419 0.019 -0.075 -0.005
O 0.4602 0.8508 0.1005 -0.142 -0.192 0.084
P -0.3143 1.4214 -1.0209 0.124 0.244 0.126
N 2.4396 2.1330 -1.8510 0.061 0.024 0.039
C 3.3940 1.5212 -0.9633 -0.028 0.029 0.075
C 4.7687 1.7190 -1.6131 0.014 -0.079 0.120
C 4.4197 1.7067 -3.0986 -0.028 0.005 -0.112
C 3.0601 2.4135 -3.1217 0.000 -0.079 -0.042
N -0.2501 0.6334 -2.4154 -0.293 0.028 -0.150
C 0.5856 -0.5803 -2.5855 0.177 -0.044 0.015
C -0.1300 -1.3686 -3.6779 0.062 -0.055 -0.049
C -0.8264 -0.2923 -4.5033 -0.049 0.019 -0.023
C -1.3239 0.6847 -3.4451 -0.013 -0.062 -0.094
N 0.3389 3.0329 -1.2939 -0.011 -0.118 0.000
C 0.1692 3.8718 -2.4821 -0.056 -0.030 0.010
C -0.2391 5.2565 -1.9516 0.004 0.000 -0.077
C 0.0069 5.2195 -0.4294 -0.015 0.028 0.068
C 0.6805 3.8741 -0.1464 0.030 -0.062 0.045
H 3.1273 0.4565 -0.8927 0.009 -0.007 -0.013
H 3.2725 1.9439 0.0386 0.065 -0.051 0.011
H 5.4765 0.9397 -1.3377 -0.007 0.009 0.023
H 5.1937 2.6776 -1.3118 -0.021 0.023 -0.037
H 4.3064 0.6808 -3.4545 -0.002 0.000 -0.001
H 5.1577 2.1980 -3.7283 -0.005 0.015 0.012
H 2.3911 2.1104 -3.9328 0.029 0.045 -0.033
H 3.1824 3.5051 -3.1929 0.052 -0.029 -0.058
H 0.6488 -1.1308 -1.6476 0.035 0.011 -0.023
H 1.5945 -0.2911 -2.8945 -0.010 -0.008 -0.020
H -0.8590 -2.0461 -3.2333 -0.017 0.055 0.020
H 0.5700 -1.9606 -4.2646 -0.005 -0.013 0.006
H -1.6458 -0.6766 -5.1070 0.001 -0.011 0.004
H -0.1187 0.1999 -5.1737 0.021 0.006 0.016
H -2.2670 0.3485 -3.0180 0.040 0.039 -0.022
H -1.4496 1.6893 -3.8481 0.016 0.039 0.021
H -0.5492 3.4213 -3.1613 -0.002 -0.003 -0.034
H 1.1296 3.9089 -2.9984 -0.141 0.061 -0.006
H -1.2845 5.4618 -2.1724 -0.001 0.000 0.007
H 0.3451 6.0299 -2.4446 0.008 0.007 0.022
H -0.9327 5.2875 0.1166 -0.008 -0.011 -0.022
H 0.6337 6.0420 -0.0938 -0.006 0.002 0.003
H 0.3596 3.3812 0.7692 0.010 0.032 0.018
H 1.7707 3.9545 -0.1178 -0.022 0.069 0.008
C -2.8070 2.6122 -1.0897 -0.091 -0.023 -0.116
O -1.7819 1.7321 -0.5949 0.152 0.115 0.090
H -3.5844 2.0015 -1.5394 0.004 -0.009 -0.003
H -2.4155 3.3175 -1.8200 0.037 -0.002 -0.020
H -3.2064 3.1562 -0.2383 0.011 -0.025 0.014
N 0.0384 0.2689 6.4996 -0.022 0.014 -0.144
N -0.5345 0.2855 5.2438 -0.007 -0.031 0.014
N -1.7164 0.8101 5.0306 -0.004 0.017 -0.019
C -1.9174 0.5002 3.7578 -0.087 0.034 0.073
N -0.8796 -0.1752 3.2610 0.063 -0.061 0.060
N 0.0055 -0.3168 4.2340 0.001 -0.001 -0.031
H -0.3438 1.0550 7.0152 0.036 -0.028 0.032
H 1.0437 0.3411 6.3900 -0.004 0.035 0.069
H -2.8070 0.7470 3.2045 0.004 0.001 -0.017
```
Positions in Å, forces in eV/Å.

Computed properties:
HOMO (alpha / beta)	-13.2 / -13.2	eV
charge	+2
multiplicity	5
E_LUMO (alpha / beta)	-4.791 / -7.367	eV
frontier orbital gap (alpha / beta)	8.383 / 5.786	eV
⟨S²⟩	6.0148

=====

[2]
ORCA calculation (ωB97M-V/def2-TZVPD) on a structure of composition C24H37ClN2O2Ru at a distorted geometry.

Structure (XYZ):
```
67
Properties=species:S:1:pos:R:3:forces:R:3
Ru -0.0047 0.0009 0.3034 1.283 0.189 -2.009
Cl 1.9691 -0.0445 -0.9027 1.752 -0.140 -1.549
N 0.2100 2.1078 0.1560 -0.729 3.201 -1.417
N 0.1298 -2.1068 0.1919 -0.753 -3.120 -1.306
C -0.2745 2.8163 -0.8398 1.117 -1.253 2.111
C -0.3330 -2.8168 -0.8122 0.864 1.312 2.019
C 1.2250 2.9616 0.8646 -0.833 -0.537 -0.287
C 1.4912 4.0549 -0.1509 0.120 -0.408 -1.115
C 2.4735 2.1874 1.2016 0.462 -0.326 0.253
C 0.5185 3.4984 2.1168 0.224 -0.492 -0.072
H 2.9171 1.7699 0.2834 -0.091 0.294 0.562
H 2.2137 1.3461 1.8685 0.266 0.529 -0.579
H 3.1949 2.8390 1.7236 -0.168 -0.131 -0.104
H -0.3666 4.0589 1.8125 0.003 0.097 0.163
H 1.2139 4.1248 2.6860 -0.173 0.062 0.053
H 0.2139 2.6343 2.7326 -0.009 0.754 -0.377
C 1.1061 -2.9636 0.9392 -0.815 0.475 -0.109
C 1.3868 -4.0778 -0.0483 0.151 0.290 -1.119
C 0.3452 -3.4832 2.1643 0.253 0.507 -0.018
C 2.3419 -2.1974 1.3499 0.466 0.205 0.174
H 2.8214 -1.7529 0.4603 -0.130 -0.273 0.626
H 3.0422 -2.8661 1.8786 -0.172 0.133 -0.130
H 2.0598 -1.3793 2.0413 0.184 -0.393 -0.427
H -0.5388 -4.0286 1.8310 0.014 -0.117 0.198
H 0.0398 -2.6062 2.7603 -0.031 -0.784 -0.339
H 1.0158 -4.1083 2.7646 -0.225 -0.090 0.029
O 0.2870 -3.9621 -1.0439 1.170 -1.332 0.444
H 1.3621 -5.0672 0.3970 -0.212 -0.169 -0.084
H 2.3668 -3.9429 -0.5593 -0.755 -0.003 0.045
O 0.3671 3.9426 -1.1125 1.035 1.348 0.357
H 2.4525 3.8826 -0.6871 -0.763 0.063 0.089
H 1.5063 5.0496 0.2759 -0.233 0.280 -0.052
C -1.4938 2.5220 -1.6210 -0.234 -0.034 0.234
C -1.5189 -2.5107 -1.6476 -0.178 0.069 0.289
C -1.4182 -1.2059 -2.3550 0.073 0.605 1.838
H -2.3867 -2.4645 -0.9661 -0.035 -0.363 0.140
H -1.6699 -3.3238 -2.3594 0.040 0.034 0.252
C -1.3548 0.0082 -1.5969 -0.832 0.116 -1.692
C -1.4119 1.2274 -2.3459 0.072 -0.583 1.699
H -1.6213 0.0461 -0.4272 -0.932 -0.179 -2.184
C -1.5868 1.2344 -3.7415 0.122 -0.407 -2.297
C -1.6330 0.0229 -4.4262 -0.091 0.076 1.312
C -1.7827 2.4852 -4.5719 -0.159 -0.189 0.262
C -1.5939 -1.1958 -3.7521 0.113 0.373 -2.251
H -1.7852 0.0299 -5.4952 0.007 -0.007 -0.219
C -1.8001 -2.4337 -4.6004 -0.160 0.182 0.298
H -1.9116 -2.1552 -5.6659 0.054 -0.096 0.545
H -2.7346 -2.9235 -4.2836 0.220 -0.281 -0.266
H -0.9752 -3.1628 -4.5307 -0.129 -0.031 0.030
H -2.7159 2.9757 -4.2531 0.212 0.276 -0.253
H -1.8897 2.2226 -5.6414 0.048 0.089 0.526
H -0.9550 3.2092 -4.4865 -0.133 0.018 0.033
H -1.6767 3.3451 -2.3143 0.034 -0.050 0.239
H -2.3298 2.4625 -0.9022 -0.031 0.353 0.138
C 1.3445 0.5696 3.9481 0.323 0.080 0.382
C 0.0832 -0.1719 3.5639 -0.697 0.059 0.559
C -0.9399 0.1382 4.6726 -0.441 -0.183 0.494
C -0.4572 0.1588 2.1850 -0.841 -0.304 3.378
H 1.1373 1.6455 3.8334 0.662 -0.469 0.116
H 2.2246 0.2359 3.3842 -0.266 0.371 0.013
H 1.5802 0.3880 5.0045 -0.041 0.045 -0.059
H 0.2805 -1.2422 3.6016 0.154 0.151 0.190
H -1.2105 1.2061 4.6643 -0.015 -0.240 -0.156
H -1.8729 -0.4602 4.6279 0.449 0.329 -0.286
H -0.5088 -0.0482 5.6675 -0.021 -0.053 -0.102
H -1.1891 -0.6307 1.9090 -0.470 -0.094 0.507
H -1.0132 1.0987 2.1785 -0.151 0.169 0.261
```
Positions in Å, forces in eV/Å.

Computed properties:
HOMO (alpha / beta)	0.6 / -4.2	eV
charge	-1
multiplicity	6
E_LUMO (alpha / beta)	2.808 / 2.742	eV
frontier orbital gap (alpha / beta)	2.254 / 6.941	eV
⟨S²⟩	8.7781

=====

[3]
ORCA calculation (ωB97M-V/def2-TZVPD) on a structure of composition C24H37N3O11P2V.

Structure (XYZ):
```
78
Properties=species:S:1:pos:R:3:forces:R:3
V 1.6397 0.7853 0.1429 0.882 0.429 -0.014
O -1.0308 0.6403 3.7427 -0.155 -0.062 0.061
C -0.5337 1.5019 2.8353 -0.123 0.132 -0.062
O -1.2045 2.0400 1.9999 0.025 -0.039 0.019
C 0.9394 1.7092 3.0691 0.044 -0.027 0.051
O 1.5388 2.2649 1.9265 -0.061 0.016 -0.168
C 2.9112 2.6229 2.1776 0.020 -0.109 0.000
C 3.8347 1.4158 2.0130 0.073 -0.009 -0.052
O 4.9940 1.4946 2.4115 -0.067 0.034 -0.020
O 3.3317 0.4231 1.3810 -0.295 -0.135 -0.100
H -1.9897 0.5868 3.5931 0.161 0.029 -0.010
H 1.3957 0.7570 3.3520 0.061 -0.036 -0.015
H 1.0393 2.3952 3.9174 -0.017 -0.003 0.059
H 3.0195 3.0587 3.1707 -0.036 0.016 0.026
H 3.1893 3.3549 1.4237 0.004 0.014 -0.042
C -5.0778 1.9062 -1.6313 -0.001 -0.004 -0.004
C -4.0322 1.6515 -2.7274 -0.061 -0.007 -0.018
C -4.0828 2.8075 -3.7265 0.024 0.005 0.006
C -4.3710 0.3502 -3.4691 0.003 -0.007 0.010
C -2.6604 1.5147 -2.0785 0.016 -0.076 0.068
C -1.5929 2.3524 -2.3704 0.024 0.032 0.036
C -0.3808 2.1700 -1.7236 -0.023 0.002 -0.045
N -0.1874 1.2096 -0.8290 -0.033 -0.215 0.063
C -1.1974 0.3758 -0.5357 -0.196 0.044 -0.032
C -2.4355 0.5064 -1.1387 0.044 0.114 -0.089
C -0.8946 -0.6801 0.4667 -0.101 -0.111 0.104
C -1.8398 -1.6040 0.8972 0.110 -0.122 0.090
C -1.4919 -2.5909 1.8153 -0.095 0.089 -0.115
C -0.1708 -2.6077 2.2595 0.049 0.017 0.006
C 0.7135 -1.6509 1.8101 -0.028 -0.005 0.000
N 0.3564 -0.6930 0.9499 -0.103 0.093 -0.133
C -2.4866 -3.6248 2.3278 -0.025 -0.006 0.030
C -3.8721 -3.4596 1.7028 0.004 0.018 -0.011
C -2.6156 -3.4724 3.8505 0.014 -0.018 0.017
C -1.9659 -5.0296 1.9934 0.023 -0.012 0.012
H -6.0683 2.0120 -2.0793 0.021 0.000 0.004
H -4.8487 2.8214 -1.0819 -0.007 -0.018 -0.004
H -5.1206 1.0834 -0.9156 0.001 0.021 -0.009
H -5.0806 2.8646 -4.1644 0.011 -0.006 0.008
H -3.3694 2.6657 -4.5412 -0.019 0.015 0.018
H -3.8763 3.7654 -3.2443 0.002 -0.020 -0.020
H -5.3513 0.4366 -3.9425 0.016 0.002 0.008
H -4.4014 -0.5052 -2.7918 0.005 0.016 -0.022
H -3.6319 0.1424 -4.2453 -0.015 -0.005 0.012
H -1.6813 3.1507 -3.0922 0.007 -0.006 0.019
H 0.4788 2.7980 -1.9219 0.011 0.012 -0.022
H -3.2366 -0.1727 -0.8867 0.015 -0.005 0.006
H -2.8452 -1.5580 0.5116 0.000 0.001 -0.016
H 0.1785 -3.3578 2.9565 -0.006 0.026 -0.014
H 1.7491 -1.6261 2.1286 0.013 -0.005 -0.006
H -4.3084 -2.4848 1.9344 0.011 -0.019 -0.015
H -4.5423 -4.2221 2.1028 0.014 0.004 -0.004
H -3.8415 -3.5813 0.6175 -0.012 0.006 0.026
H -3.0029 -2.4849 4.1126 0.004 -0.029 -0.007
H -1.6543 -3.5999 4.3508 -0.030 -0.003 -0.011
H -3.3031 -4.2256 4.2421 0.014 0.030 -0.003
H -1.8456 -5.1531 0.9153 0.002 -0.002 0.020
H -2.6745 -5.7807 2.3482 0.012 0.006 -0.003
H -1.0030 -5.2269 2.4669 -0.029 0.001 -0.023
N 5.5957 0.1617 -0.1490 0.006 0.015 -0.112
C 4.8325 0.4099 -1.4469 0.168 0.029 0.002
C 5.8667 0.3179 -2.5766 -0.046 0.024 0.004
P 4.1974 2.1775 -1.3461 0.277 0.060 -0.033
O 4.1449 2.6367 -2.8933 -0.256 -0.175 0.044
O 5.2798 2.8838 -0.6163 -0.030 0.048 -0.010
O 2.7789 2.2492 -0.8557 -0.283 -0.194 0.138
P 3.6032 -0.9965 -1.5212 0.063 -0.052 -0.005
O 3.8596 -1.5276 -3.0255 0.060 0.283 0.007
O 4.0672 -1.9926 -0.5133 -0.025 0.009 -0.057
O 2.1966 -0.4601 -1.4588 -0.130 0.006 0.265
H 5.5137 0.9187 0.5441 -0.062 0.095 0.066
H 6.5885 0.0481 -0.3393 -0.035 -0.049 -0.051
H 5.2061 -0.7100 0.2511 0.020 -0.077 0.078
H 6.6163 1.1052 -2.4599 -0.013 0.008 0.023
H 5.3855 0.4321 -3.5423 -0.005 0.001 -0.009
H 6.3622 -0.6553 -2.5662 -0.019 -0.007 0.019
H 4.9249 3.1527 -3.1072 0.201 0.113 -0.022
H 3.4720 -2.3945 -3.1570 -0.093 -0.237 -0.011
```
Positions in Å, forces in eV/Å.

Computed properties:
HOMO (alpha / beta)	-6.8 / -9.2	eV
charge	0
multiplicity	4
E_LUMO (alpha / beta)	-0.254 / -0.375	eV
frontier orbital gap (alpha / beta)	6.502 / 8.778	eV
⟨S²⟩	3.7582

=====

Calculated values (eV) of E for the records, taken in order: -90034.4066; -47663.6778; -96758.0546.